Computed, not measured: a structure of composition C32H25BiCl5GeN6O3S at a distorted geometry, with wB97M-V/def2-TZVPD.

Properties
E_HOMO (alpha / beta)   -7.036 / -7.367 eV

ORCA input file:
```
! wB97M-V def2-TZVPD RIJCOSX def2/J DEFGRID3
* xyz 0 2
Bi -0.4389 0.0709 -0.3667
C 0.3449 -2.1890 3.5426
C 1.1125 -2.8237 2.4319
C 0.7215 -4.0581 1.9353
C 1.3311 -4.6405 0.8006
C 1.7757 -3.8800 -0.2282
C 2.4280 -1.6637 -0.1335
N 2.2631 -2.2315 2.1582
C 2.7577 -0.5217 -0.9436
C 4.0947 -0.2948 -1.3177
C 4.4319 0.8844 -1.9414
C 3.4389 1.8326 -2.1657
C 2.1150 1.5147 -1.8649
N 1.7885 0.3397 -1.3157
C 1.0551 2.5130 -2.0783
C 1.2086 3.5246 -3.0195
C 0.2179 4.4861 -3.1398
C -0.8792 4.4237 -2.3039
C -0.9948 3.3576 -1.4117
C -2.2110 3.2205 -0.5615
N -0.0490 2.4291 -1.3256
H 1.0043 -1.8559 4.3391
H -0.4118 -2.8582 3.9369
H -0.1454 -1.3003 3.1403
H 0.0334 -4.6501 2.5196
H 1.4573 -5.7146 0.7566
H 2.4339 -4.2534 -1.0023
H 4.8209 -1.0781 -1.1639
H 5.4520 1.0793 -2.2409
H 3.7048 2.7989 -2.5601
H 2.0545 3.5237 -3.6840
H 0.2977 5.2584 -3.8894
H -1.6686 5.1555 -2.3512
H -2.4369 4.1705 -0.0785
H -2.0820 2.4529 0.1968
H -3.0653 2.9520 -1.1864
N 4.3198 -1.6123 1.4450
C 3.0183 -1.8997 1.1632
S 2.4466 0.9511 2.7161
N 1.3911 -2.5249 -0.3857
N 0.1060 -2.1584 -0.6136
C -0.7426 -3.0947 -0.9376
C -2.1486 -3.0789 -0.9712
C -2.7453 -4.3361 -1.2221
C -4.0918 -4.5256 -1.1219
C -4.9083 -3.4434 -0.7739
C -4.3707 -2.2006 -0.5674
C -2.9841 -1.9603 -0.6798
O -2.5502 -0.7446 -0.5345
H 4.5127 -1.5485 2.4332
H 4.7862 -0.9275 0.8726
H -0.3038 -4.0780 -1.1083
H -2.0925 -5.1597 -1.4722
H -4.5172 -5.4997 -1.2961
H -5.9749 -3.5895 -0.6770
H -4.9990 -1.3589 -0.3214
Cl -1.7882 5.9557 3.2971
C -1.3982 4.2985 2.9970
C -2.3991 3.3363 3.0845
C -2.0871 2.0267 2.8093
Cl -3.3202 0.8216 2.8813
C -0.7866 1.5997 2.4154
O -0.5509 0.3762 2.1138
C 0.1960 2.6261 2.3380
C 1.5741 2.3228 1.9647
O 1.9156 1.2637 1.1430
C -0.1136 3.9491 2.6471
H -3.4056 3.6171 3.3535
H 2.2082 3.1996 1.8298
H 0.6551 4.7053 2.5928
Cl -1.6913 -1.7680 -4.0118
Ge -1.3609 0.1644 -2.9399
Cl -0.3896 1.2676 -4.6891
Cl -3.3683 1.0558 -3.2574
*
```

***

Computed, not measured: a structure of composition C32H25NO7P2Zr at a distorted geometry, with wB97M-V/def2-TZVPD.

Properties
E_HOMO   -14.726 eV

ORCA input file:
```
! wB97M-V def2-TZVPD RIJCOSX def2/J DEFGRID3
* xyz 2 1
Zr 1.3788 -1.2757 0.2074
O 7.4348 -1.2437 0.0987
C 6.1219 -1.2048 0.0317
C 5.3898 -1.6875 -1.0746
C 4.0273 -1.5582 -1.0426
N 3.4316 -0.9121 -0.0284
C 4.0828 -0.6471 1.1209
C 5.4403 -0.7613 1.1896
C 3.0174 -0.5393 2.2276
O 2.9674 0.2940 3.0784
O 2.0998 -1.4933 2.0065
C 2.9496 -2.3730 -1.7997
O 2.9302 -2.6043 -2.9664
O 2.0644 -2.7785 -0.8853
H 7.8552 -1.6051 -0.6927
H 5.8796 -2.1859 -1.9015
H 5.9964 -0.5726 2.0974
O 0.6591 -0.6883 -1.6217
P -0.8389 -0.4198 -1.6406
C -1.0598 1.2983 -1.0168
P -0.2146 1.4780 0.6238
O 1.1131 0.7012 0.5609
C -1.3467 0.8124 1.8623
C -2.6000 1.4190 1.9699
C -3.4684 1.0562 2.9827
C -3.0792 0.1009 3.9102
C -1.8237 -0.4811 3.8283
C -0.9522 -0.1307 2.8057
C 0.0918 3.1840 1.0140
C 1.2613 3.4715 1.7194
C 1.5231 4.7822 2.0800
C 0.6267 5.7888 1.7464
C -0.5418 5.4946 1.0542
C -0.8159 4.1902 0.6844
C -1.6081 -1.5475 -0.4235
C -0.9038 -2.5966 0.2040
C -1.5580 -3.4285 1.1026
C -2.9062 -3.2503 1.3596
C -3.6122 -2.2417 0.7174
C -2.9648 -1.3907 -0.1631
C -1.5262 -0.6680 -3.2582
C -1.1909 -1.8820 -3.8652
C -1.6495 -2.1453 -5.1419
C -2.4325 -1.2054 -5.8032
C -2.7681 -0.0048 -5.1919
C -2.3195 0.2719 -3.9116
H -2.1071 1.5924 -0.9304
H -0.5662 1.9468 -1.7466
H -2.8749 2.2130 1.2832
H -4.4340 1.5364 3.0667
H -3.7479 -0.1743 4.7155
H -1.4993 -1.1837 4.5850
H 0.0556 -0.5144 2.8321
H 1.9476 2.6760 1.9841
H 2.4266 5.0147 2.6267
H 0.8391 6.8115 2.0273
H -1.2392 6.2819 0.8032
H -1.7253 3.9623 0.1399
H 0.0909 -2.9198 -0.1275
H -1.0194 -4.2468 1.5628
H -3.4179 -3.9185 2.0391
H -4.6735 -2.1249 0.8907
H -3.5247 -0.6185 -0.6789
H -0.5624 -2.5951 -3.3427
H -1.3928 -3.0767 -5.6273
H -2.7818 -1.4107 -6.8061
H -3.3734 0.7202 -5.7184
H -2.5813 1.2080 -3.4332
*
```

***

Computed, not measured: a structure of composition C32H26AsN3O8STi at a distorted geometry, with wB97M-V/def2-TZVPD.

Properties
E_HOMO   -7.858 eV

ORCA input file:
```
! wB97M-V def2-TZVPD RIJCOSX def2/J DEFGRID3
* xyz 0 1
Ti 0.8187 0.4358 0.8848
C 3.0631 3.6964 0.3544
C 3.5322 2.3113 0.1342
N 2.8259 1.2254 0.3730
C 3.5513 0.1557 -0.0573
C 4.7654 0.6015 -0.5384
N 4.7233 1.9669 -0.4039
C 5.9602 -0.0880 -1.0978
O 5.8873 -1.3945 -1.2045
O 6.9280 0.5588 -1.4165
C 2.8995 -1.1862 -0.0044
O 3.5035 -2.1839 -0.3911
O 1.7131 -1.1584 0.4617
H 2.0863 3.8099 -0.1235
H 3.7656 4.4098 -0.0714
H 2.9173 3.9078 1.4161
H 5.4890 2.5629 -0.6871
H 5.0090 -1.7948 -0.9186
S -0.9556 -0.2818 2.3017
C -2.2000 -1.4288 1.7888
C -3.0471 -1.9162 2.7839
C -4.0818 -2.7746 2.4734
C -4.3078 -3.1289 1.1523
C -3.4723 -2.6482 0.1569
C -2.4026 -1.8052 0.4530
As -1.0352 -1.2291 -0.8425
C -1.8042 0.5264 -1.3500
C -3.2209 0.8223 -1.2043
C -3.8177 1.8234 -1.8766
C -3.1418 2.5327 -2.9240
C -1.9042 2.1830 -3.3124
C -1.0921 1.2655 -2.5275
C -1.7103 -2.2268 -2.4357
C -2.7122 -1.7826 -3.2928
C -3.0111 -2.4843 -4.4479
C -2.3027 -3.6285 -4.7714
C -1.3104 -4.0883 -3.9221
C -1.0112 -3.3871 -2.7680
H -2.8686 -1.6178 3.8048
H -4.7099 -3.1731 3.2588
H -5.1207 -3.7928 0.8955
H -3.6490 -2.9301 -0.8748
H -3.7810 0.1821 -0.5302
H -4.8621 2.0417 -1.7078
H -3.6929 3.2885 -3.4637
H -1.4706 2.5856 -4.2157
H -0.2945 0.7285 -3.0416
H -3.2636 -0.8846 -3.0434
H -3.7900 -2.1242 -5.1032
H -2.5180 -4.1554 -5.6882
H -0.7571 -4.9796 -4.1718
H -0.2255 -3.7254 -2.0962
O 1.1332 3.4190 3.4322
C 1.1576 2.3175 2.9202
O 0.6555 2.0019 1.7841
C 1.8564 1.1599 3.6119
C 2.3352 1.2776 4.9094
C 2.9944 0.1935 5.4649
C 3.1125 -0.9649 4.7092
C 2.5817 -0.9950 3.4258
N 1.9746 0.0519 2.8776
H 2.1779 2.2073 5.4350
H 3.4105 0.2535 6.4604
H 3.6103 -1.8360 5.1067
H 2.6404 -1.8927 2.8188
C -1.8791 2.8981 0.5815
O -1.0435 2.8377 -0.5765
C -0.7601 1.5917 -1.0954
O 0.4192 1.0713 -0.6633
H -2.8921 3.1752 0.2743
H -1.4663 3.6655 1.2366
H -1.9124 1.9444 1.1198
*
```

***

Computed, not measured: a structure of composition C32H26Cl2N8O2PbSTe at a distorted geometry, with wB97M-V/def2-TZVPD.

Properties
E_HOMO   -7.038 eV

ORCA input file:
```
! wB97M-V def2-TZVPD RIJCOSX def2/J DEFGRID3
* xyz 0 1
Pb 0.2242 -0.9558 1.6970
Cl -1.3709 0.5336 8.4128
C -1.1905 0.6611 6.6992
C -0.2985 -0.1758 6.0457
C -0.1247 -0.0915 4.6687
N 0.7283 -0.9098 3.9381
C 1.7897 -1.5206 4.4776
O 2.1675 -1.5182 5.6439
C 2.6087 -2.2891 3.4628
C 3.7978 -2.8851 3.8814
C 4.5689 -3.5714 2.9627
C 4.1202 -3.6599 1.6512
C 2.9202 -3.0536 1.3257
N 2.1870 -2.3851 2.2037
C -0.8615 0.8796 3.9423
C -1.7499 1.7078 4.6155
C -1.9175 1.6025 5.9856
Cl -3.0096 2.6789 6.7768
N -0.5334 1.0422 2.6046
C -1.0379 2.0048 1.8264
O -2.1351 2.5430 1.8298
C 0.0450 2.5798 0.9253
C 0.9793 3.3653 1.6025
C 1.9431 4.0482 0.8923
C 1.9116 3.9749 -0.4985
C 0.9758 3.1603 -1.0908
N 0.0682 2.4701 -0.3963
H 0.2913 -0.8799 6.6116
H 4.0852 -2.7719 4.9153
H 5.5074 -4.0224 3.2509
H 4.6927 -4.1810 0.8999
H 2.5212 -3.1016 0.3181
H -2.3040 2.4541 4.0716
H 0.9407 3.3877 2.6808
H 2.7042 4.6168 1.4077
H 2.6282 4.5040 -1.1054
H 0.9362 3.0127 -2.1648
N 2.7936 -3.8227 -2.4942
C 1.5150 -3.4394 -2.3588
C 1.1629 -2.0792 -2.2464
N -0.0978 -1.7160 -2.1175
C -1.0471 -2.6524 -2.1099
C -0.6930 -3.9846 -2.2442
N 0.5628 -4.3791 -2.3491
H 3.5365 -3.1513 -2.4021
H 2.9966 -4.8051 -2.5382
H 1.9044 -1.2912 -2.2501
H -2.0632 -2.3038 -2.0078
H -1.4300 -4.7755 -2.2412
C -4.7923 1.7710 -5.7676
C -3.7313 1.4985 -4.7469
C -3.9234 1.8299 -3.4147
C -2.9682 1.5485 -2.4474
C -3.2187 1.9339 -1.0270
C -1.7727 0.9278 -2.8247
Te -0.2805 0.4458 -1.3307
C -1.5412 0.6330 -4.1735
C -0.2576 0.0334 -4.6643
C -2.5284 0.9126 -5.1102
H -5.6162 2.3281 -5.3281
H -5.1766 0.8323 -6.1649
H -4.3914 2.3412 -6.6044
H -4.8400 2.3254 -3.1293
H -4.2303 2.3042 -0.8884
H -2.5340 2.7186 -0.7094
H -3.0733 1.0830 -0.3593
H 0.5660 0.3061 -4.0021
H -0.0383 0.3758 -5.6737
H -0.3243 -1.0536 -4.6953
H -2.3505 0.6709 -6.1499
S 4.2567 -0.4731 -0.8356
C 2.9349 -0.1703 -0.0330
N 1.8816 0.0220 0.4683
*
```

***

Computed, not measured: a structure of composition C32H26F10N3NbO2 at a distorted geometry, with wB97M-V/def2-TZVPD.

Properties
E_HOMO (alpha / beta)   -9.926 / -9.926 eV

ORCA input file:
```
! wB97M-V def2-TZVPD RIJCOSX def2/J DEFGRID3
* xyz 1 2
Nb 1.0256 -0.4742 1.5764
C 1.3435 3.5968 -4.1296
C 1.4619 2.1410 -4.6765
C 2.1285 2.0798 -6.0519
C 0.0779 1.5432 -4.7808
C -0.1764 0.2983 -4.1738
C -1.4682 -0.1419 -4.1015
C -2.5587 0.5788 -4.6238
C -3.9291 0.0520 -4.3781
C -2.3113 1.7515 -5.3319
C -1.0015 2.2651 -5.3585
H 2.3297 4.0054 -3.7906
H 0.6307 3.6564 -3.2782
H 0.9411 4.2646 -4.9352
H 1.9487 1.4806 -3.9681
H 1.5691 2.7217 -6.7700
H 2.0391 1.0496 -6.4270
H 3.1880 2.4200 -6.0719
H 0.6508 -0.3229 -3.7728
H -1.6645 -1.1646 -3.7131
H -3.9632 -0.5815 -3.4853
H -4.3552 -0.5847 -5.1951
H -4.6380 0.8904 -4.2323
H -3.1016 2.1917 -5.9304
H -0.7552 3.1721 -5.8975
O -0.6218 -1.3899 1.7696
C -1.1064 -1.6769 2.9799
C -2.3632 -1.2208 3.3294
C -2.9345 -1.2805 4.6060
C -2.2670 -1.9477 5.6346
C -1.0397 -2.5288 5.3201
C -0.4057 -2.4214 4.0169
C 0.9555 -2.9161 3.8752
N 1.7995 -2.3951 2.9610
C 3.1405 -2.7850 3.3423
C 3.0311 -3.6293 4.4052
N 1.6396 -3.7805 4.6688
H -2.7921 -0.5421 2.5972
H -3.8561 -0.7256 4.7698
H -2.6008 -1.9639 6.6553
H -0.4864 -3.0875 6.0988
H 3.9825 -2.4796 2.7904
H 3.7964 -4.2498 4.8520
H 1.2517 -4.4698 5.3549
F 3.2608 -0.4683 1.1327
C 3.0087 -1.3694 0.0889
C 1.6781 -1.6310 -0.0416
C 1.1573 -2.1516 -1.2099
F -0.1688 -2.1967 -1.3392
C 1.9906 -2.5346 -2.1869
F 1.4744 -2.8562 -3.3768
C 3.3551 -2.3264 -2.0035
F 4.0813 -2.4170 -3.1290
C 3.8707 -1.6309 -0.9374
F 4.9376 -0.8578 -1.0657
O 0.2587 0.8493 0.5792
N 1.7767 1.4200 2.9705
C 2.4963 1.2630 4.0923
C 2.3855 2.1288 5.1270
C 1.4314 3.1657 4.9656
C 0.7697 3.3548 3.7649
C 0.9120 2.4315 2.7451
H 3.1021 0.3582 4.1099
H 3.0751 2.0685 6.0095
H 1.1944 3.8328 5.8445
H 0.2435 4.2797 3.5473
H 0.5165 2.4553 1.7401
F -3.6503 0.1576 -0.9526
C -4.2174 -0.2519 0.1935
F -4.6787 -1.5171 -0.0530
C -5.3975 0.5828 0.5853
F -5.0309 1.8240 0.8548
F -6.4183 0.5716 -0.3207
F -5.9492 0.0660 1.7355
*
```

***

Computed, not measured: a structure of composition C32H26F3I2MnN3O6PS2, with wB97M-V/def2-TZVPD.

Properties
E_HOMO (alpha / beta)   -4.958 / -4.724 eV

ORCA input file:
```
! wB97M-V def2-TZVPD RIJCOSX def2/J DEFGRID3
* xyz -1 2
Mn 0.5147 -0.4570 0.0386
I 3.7117 1.5685 -3.5708
C 2.7784 -0.2820 -3.4471
C 3.0977 -1.2646 -4.3953
C 2.5408 -2.5142 -4.3438
I 3.1021 -3.9170 -5.7819
C 1.6146 -2.8389 -3.3152
C 1.0168 -4.1012 -3.1216
C 0.1758 -4.2965 -2.0626
C -0.1018 -3.2245 -1.2015
N 0.4056 -2.0262 -1.3679
C 1.2828 -1.8310 -2.3930
C 1.8882 -0.5166 -2.4125
O 1.5637 0.3212 -1.4888
H 3.8094 -1.0242 -5.1733
H 1.2512 -4.9104 -3.8002
H -0.2729 -5.2620 -1.8748
H -0.7575 -3.3661 -0.3486
O -1.7702 2.7866 -0.2636
C -1.6498 1.6634 0.2212
O -1.2297 0.6254 -0.3974
C -2.0620 1.4841 1.6918
C -2.5939 2.5898 2.3431
C -2.9463 2.5316 3.6825
C -2.7629 1.3546 4.3902
C -2.2390 0.2401 3.7509
C -1.8921 0.2885 2.4069
P -1.2161 -1.1700 1.5262
C -2.8048 -1.7764 0.8205
C -3.8681 -2.1084 1.6579
C -5.0846 -2.5161 1.1352
C -5.2576 -2.5826 -0.2401
C -4.2153 -2.2270 -1.0831
C -2.9982 -1.8207 -0.5557
C -0.8042 -2.3700 2.8422
C -1.3648 -3.6399 2.9470
C -0.8578 -4.5630 3.8521
C 0.2225 -4.2316 4.6529
C 0.8051 -2.9757 4.5397
C 0.3007 -2.0573 3.6371
H -2.7134 3.4974 1.7660
H -3.3595 3.4042 4.1746
H -3.0245 1.2989 5.4401
H -2.0885 -0.6740 4.3131
H -3.7456 -2.0377 2.7321
H -5.9003 -2.7724 1.8000
H -6.2086 -2.8969 -0.6527
H -4.3497 -2.2509 -2.1573
H -2.2034 -1.4958 -1.2145
H -2.1953 -3.9232 2.3136
H -1.3027 -5.5484 3.9190
H 0.6280 -4.9575 5.3469
H 1.6793 -2.7214 5.1247
H 0.7983 -1.1004 3.5214
C 1.0867 5.1380 1.4687
N 0.8691 3.7277 1.6900
C 1.2336 2.6971 0.9100
S 1.3028 1.1510 1.6677
N 1.5659 2.8898 -0.3564
C 0.9738 3.8879 -1.2385
H 1.3421 5.5992 2.4230
H 0.2092 5.6437 1.0587
H 1.9261 5.2838 0.7908
H 0.4566 3.4409 2.5619
H 1.8655 2.0323 -0.8344
H 0.0549 4.2804 -0.8094
H 0.7118 3.3794 -2.1641
H 1.6688 4.7006 -1.4633
F 4.7980 -4.0526 1.0931
C 3.5088 -3.7201 0.8940
F 2.7653 -4.4742 1.7148
F 3.1955 -4.0609 -0.3665
S 3.2318 -1.9186 1.1981
O 4.0890 -1.2454 0.2722
O 3.4848 -1.7568 2.6016
O 1.7880 -1.9095 0.8746
*
```

***

Listing energy above the lowest of the compared OMol25 structures with the same formula, charge and spin for the structures above in their given order: 536.4; 253.1; 180.2; 103.0; 0.0; 0.0 kJ/mol.